Entry 1:
ORCA calculation (ωB97M-V/def2-TZVPD) on C11H11F6K2N3Na2O17PS5 as an isolated structure in a non-equilibrium geometry.

Values from the calculation:
- Gap between HOMO and LUMO: 1.1945 eV
- Max |F|: 7.04 eV/A
- Spin multiplicity: 1
- Highest occupied orbital energy: -4.72 eV
- Charge: -1
- Calculated total energy: -6324.38156 a.u.

XYZ file:
```
58
Properties=species:S:1:pos:R:3:forces:R:3:lowdin_charge:R:1
C -0.09739 4.82573 5.71393 5.04 -3.97 -2.88 0.10
C 0.75573 4.02123 5.09635 -3.26 3.79 2.36 -0.16
N 1.75424 3.25673 4.32902 -0.44 0.90 2.23 -0.12
C 3.03961 2.99674 5.03575 2.90 -1.82 -2.32 -0.06
C 4.25149 2.20056 4.31649 -4.19 0.74 -2.43 -0.07
C 4.03812 1.69741 2.78747 -0.36 0.62 2.53 -0.08
C 5.18927 0.92054 1.92066 -2.71 0.07 -4.66 -0.35
O 4.96012 0.75438 0.67378 0.87 1.69 6.62 0.01
O 6.44832 0.46385 2.47515 -2.02 1.58 1.01 -0.04
C 2.60185 2.01295 2.15696 -0.96 1.90 3.02 0.06
C 1.45640 2.79747 2.94951 4.89 -2.65 -2.87 -0.22
P -0.16488 3.05611 2.01155 -1.31 -0.84 -1.45 0.33
O -0.06385 4.52981 1.13930 0.35 -3.20 -0.14 -0.25
O -0.21270 1.80048 0.80381 1.10 1.77 2.66 -0.27
S -1.77040 2.84440 3.07661 1.21 0.43 0.07 0.32
H -0.72683 5.57700 6.33376 1.41 -1.98 -1.62 0.07
H 3.18856 3.37525 6.14340 -1.22 -1.00 -2.48 0.08
H 5.27693 1.96323 4.83553 -2.41 0.49 -0.47 0.00
H 6.36086 0.49902 3.46676 -0.51 -0.66 -1.24 0.04
H 2.37405 1.65405 1.07536 0.41 0.69 2.16 0.13
H -0.13231 4.32194 0.16058 -0.05 0.22 1.42 0.09
H -0.47740 0.98394 1.31851 0.18 1.15 -0.82 0.09
N -3.76930 0.59494 -0.10371 0.11 0.66 -0.78 -0.27
S -4.63408 -0.31809 -1.04851 -2.41 -4.11 0.19 0.54
O -4.13698 -0.54778 -2.39693 -0.08 1.17 0.65 -0.36
O -6.07172 -0.25995 -0.90462 1.42 0.95 -0.29 -0.27
F -4.33671 -1.73686 -0.38861 0.48 1.14 0.00 -0.16
S -3.80063 2.09803 -0.56172 0.29 3.57 1.83 0.51
O -2.77987 2.91562 0.05974 -1.00 -1.56 -0.51 -0.34
O -5.08834 2.74497 -0.69121 0.75 -1.29 -0.19 -0.28
F -3.28100 2.04956 -2.07669 0.19 -0.24 -1.16 -0.22
F 6.75644 -0.53315 -0.15335 0.83 -0.03 0.15 -0.66
Na 5.21698 4.13610 5.99483 0.03 0.56 0.09 0.43
N -0.85781 -4.10294 -3.98783 0.33 0.26 -0.37 -0.22
S -1.64621 -2.94576 -3.26891 -2.44 4.34 0.84 0.53
O -1.02430 -2.33820 -2.11294 -0.15 -1.48 -0.96 -0.23
O -3.09013 -3.03557 -3.24272 1.36 -0.98 -0.17 -0.27
F -1.44790 -1.78232 -4.34850 0.32 -0.75 -0.24 -0.18
S -0.80755 -5.40870 -3.10356 1.27 -5.73 1.58 0.52
O 0.16544 -6.37848 -3.55825 -1.02 1.85 -0.33 -0.27
O -2.06066 -5.97740 -2.66119 0.42 1.47 -0.74 -0.27
F -0.14364 -4.92341 -1.74053 -0.25 0.58 -0.42 -0.17
K 7.77138 2.45419 4.13736 0.45 -0.09 -0.55 0.73
Na -4.20296 0.91954 -3.97123 0.24 -0.17 0.15 0.77
C 4.60980 1.29862 -3.35395 -0.75 -2.53 -3.81 -0.86
O 3.61178 0.59689 -3.06604 0.04 0.30 -0.20 -0.03
O 4.97781 2.05775 -2.30410 -0.48 0.45 1.08 -0.25
O 5.27438 1.39756 -4.40096 -0.20 0.41 0.84 -0.03
H 4.25398 1.69711 -1.74966 0.15 -0.12 0.59 0.08
F -1.24270 -5.13148 -6.19900 -0.15 0.34 0.82 -0.30
K 5.84555 3.52544 -1.01754 1.13 1.04 1.27 0.99
C -5.45523 -5.42966 -2.01030 1.98 0.86 0.90 0.05
C -6.79062 -5.97507 -2.52261 -3.04 -1.15 -0.96 -0.64
O -7.74190 -5.89745 -1.71494 1.19 0.20 -0.25 0.07
O -6.75470 -6.42918 -3.68860 0.71 0.53 0.85 0.11
H -5.54771 -5.04845 -0.99156 -0.33 -0.14 -0.21 0.09
H -4.70465 -6.22344 -2.01645 -0.20 0.01 -0.27 0.09
H -5.11599 -4.61581 -2.65546 -0.12 -0.24 -0.13 0.08
```
Forces are in eV/Å.


Entry 2:
ORCA calculation (ωB97M-V/def2-TZVPD) on one molecule with the formula C11H11FN2 in a non-equilibrium geometry.

Values from the calculation:
- Gap between HOMO and LUMO: 9.1955 eV
- Max |F|: 4.88 eV/A
- Structure (SMILES): N#Cc1ccc2c(c1)CN[C@@H](CF)C2
- Spin multiplicity: 1
- Highest occupied orbital energy: -9.15 eV
- Charge: 0
- Relative energy (zero: lowest compared OMol25 entry of this formula, charge and spin): 2.317 eV
- Calculated total energy: -635.05495 a.u.

XYZ file:
```
25
Properties=species:S:1:pos:R:3:forces:R:3:lowdin_charge:R:1
C 3.49811 0.15017 0.04440 0.54 0.13 1.51 -0.20
C 2.04932 0.15596 -0.33808 0.49 -0.85 2.05 -0.37
C 1.21250 -0.96846 0.34638 0.13 0.04 1.02 -0.09
C -0.26516 -0.67881 0.05224 -2.63 1.25 0.24 -0.14
C -1.14421 -1.78889 -0.08587 0.96 1.46 1.27 -0.04
C -2.55019 -1.69030 -0.11996 0.54 2.50 -0.59 -0.01
C -3.02613 -0.32682 -0.06310 -1.73 -1.07 1.11 -0.20
C -2.22770 0.85673 0.04108 -1.48 -1.60 -1.17 -0.02
C -0.86055 0.68972 -0.02014 2.81 -0.76 0.18 -0.11
C 0.19218 1.86298 -0.27455 0.46 -2.66 1.97 -0.08
C -4.51932 -0.01283 0.03010 1.56 -0.45 -1.38 -0.18
H 4.00673 1.01586 -0.41065 0.04 -0.67 -0.35 0.12
H 3.69370 0.29145 1.15504 -0.44 -0.52 -1.04 0.14
H 2.14252 0.03599 -1.40838 -1.00 0.40 -0.53 0.16
H 1.37356 -2.04466 0.03952 0.37 1.34 0.16 0.12
H 1.48730 -0.91177 1.52735 -0.91 -0.10 -2.61 0.17
H -0.55656 -2.66891 0.11345 -0.69 -0.97 -0.54 0.10
H -3.19417 -2.55493 -0.32373 0.19 0.57 0.47 0.12
H -2.92157 1.73578 -0.05527 1.75 -0.27 0.35 0.14
H 0.19175 1.91489 -1.33565 -0.07 1.15 -0.87 0.10
H -0.03596 2.72925 0.37285 -0.08 -0.08 -1.09 0.12
H 1.45523 1.50059 1.10452 0.78 -0.69 2.50 0.08
N 1.61189 1.42961 0.15165 -2.93 2.14 -3.26 -0.02
N -5.59266 0.35997 -0.18216 0.51 -0.34 0.62 0.13
F 3.97940 -1.08258 -0.36106 0.81 0.04 -0.01 -0.05
```
Forces are in eV/Å.


Entry 3:
ORCA calculation (ωB97M-V/def2-TZVPD) on one molecule with the formula C11H11IN2 in a non-equilibrium geometry.

Values from the calculation:
- Gap between HOMO and LUMO (spin up / spin down): 5.6886 / 6.1767 eV
- Max |F|: 6.17 eV/A
- Spin multiplicity: 3
- Highest occupied orbital energy (spin up / spin down): -5.51 / -9.29 eV
- Charge: 0
- Calculated total energy: -832.76915 a.u.
- <S²>: 2.019

XYZ file:
```
25
Properties=species:S:1:pos:R:3:forces:R:3:lowdin_spin:R:1
C 1.45618 1.49897 1.26181 -0.37 1.40 -2.83 0.32
C -0.07321 -0.68191 0.84800 -1.93 -3.56 -1.26 0.20
C 0.16395 0.21785 -0.19004 2.07 2.42 -1.89 0.14
C 1.06274 0.70263 2.28624 0.14 -2.23 3.18 0.08
C -0.81866 -1.84553 0.56159 2.75 2.31 5.02 0.24
C -1.56164 -1.93729 -0.53871 -2.73 -0.57 -3.57 0.45
C -0.10735 -1.30027 -2.35418 2.90 -0.29 -1.58 0.10
C -0.34412 0.00325 -1.58721 -1.12 -0.72 -0.18 0.02
C -1.42168 -1.07869 -1.68000 -0.11 0.45 -1.34 0.06
C 1.44296 1.06175 3.76182 -0.38 1.72 -1.27 0.00
C -0.51594 1.22250 -2.42506 2.87 1.73 -0.03 0.01
N 0.96837 1.24929 0.00720 -0.73 -0.63 -1.07 0.06
N 0.40034 -0.43819 2.07038 1.36 1.69 3.43 0.22
I -3.05256 -0.91868 -3.15228 0.45 -0.01 0.94 0.05
H 2.00265 2.43568 1.24888 0.18 -0.23 0.86 0.02
H -1.01067 -2.55072 1.38381 0.38 0.32 -0.38 0.00
H -2.23171 -2.74486 -0.59507 -0.82 -0.92 -0.37 0.03
H 0.23865 -1.31723 -3.49714 -1.52 0.44 2.51 0.01
H 0.52192 -1.99465 -1.81323 0.04 -0.25 0.01 0.00
H 0.74476 1.91063 4.04520 -0.03 -1.51 0.14 0.00
H 1.39372 0.14327 4.36526 0.03 0.79 0.06 0.00
H 2.37112 1.71062 3.87127 -0.44 -1.60 -0.44 0.00
H -0.57086 1.07223 -3.50395 0.48 -0.43 0.11 0.00
H 0.40673 1.95729 -2.16181 -2.47 -1.54 -0.72 0.00
H -1.46568 1.62206 -2.21275 -1.01 1.22 0.66 0.00
```
Forces are in eV/Å.


Entry 4:
ORCA calculation (ωB97M-V/def2-TZVPD) on C11H11N as an isolated structure in a non-equilibrium geometry.

Values from the calculation:
- Gap between HOMO and LUMO: 7.7678 eV
- Max |F|: 6.03 eV/A
- Spin multiplicity: 1
- Highest occupied orbital energy: -6.84 eV
- Charge: 0
- Relative energy (zero: lowest compared OMol25 entry of this formula, charge and spin): 5.507 eV
- Calculated total energy: -480.32730 a.u.

XYZ file:
```
23
Properties=species:S:1:pos:R:3:forces:R:3:lowdin_charge:R:1
C -0.02372 1.45471 2.61973 1.07 0.73 -0.53 -0.04
C -0.84034 1.64777 -2.06398 0.80 0.48 0.64 -0.04
C -0.80184 0.38834 -2.43443 -2.89 -1.45 -2.51 -0.08
C 0.35898 2.06206 0.15687 0.60 0.59 0.50 0.01
C -0.25475 0.29842 3.19502 -1.49 -1.93 0.75 -0.13
C 0.08449 1.19325 1.15104 0.45 3.39 0.45 -0.17
C -0.08198 -0.21345 0.98224 -0.39 -1.34 -0.56 -0.25
C 0.11407 -0.94950 -0.10968 0.65 1.53 -3.56 -0.06
C 0.43314 1.57262 -1.24633 -1.02 -0.15 0.49 -0.28
C 0.41090 0.10129 -1.65308 0.08 -4.86 3.58 -0.13
C 0.49914 -2.42999 -0.27366 -0.44 1.54 1.41 -0.07
N -0.41333 -0.68290 2.23839 -0.15 -1.07 0.43 0.05
H 0.32375 2.23595 3.26026 -0.29 1.07 -0.46 0.10
H -1.53586 2.42092 -2.14008 -0.99 1.18 -0.39 0.09
H -1.58648 -0.12222 -3.18567 2.20 0.65 1.98 0.15
H 0.65492 3.16952 0.28832 -0.73 -1.98 0.15 0.14
H -0.57123 0.03142 4.21400 0.75 0.37 -0.40 0.13
H 1.27686 1.96606 -1.68377 1.78 1.57 -1.35 0.11
H 1.23377 -0.48737 -2.13417 -0.28 1.00 0.35 0.12
H -0.23266 -2.98697 -0.94206 1.12 0.28 1.23 0.09
H 0.78050 -2.82141 0.79358 -0.97 0.01 -2.10 0.10
H 1.45525 -2.24080 -0.75479 0.22 -0.94 -0.45 0.05
H -0.35704 -1.65143 2.43067 -0.09 -0.69 0.34 0.12
```
Forces are in eV/Å.